1.
The following is a DFT calculation (ωB97M-V/def2-TZVPD) of an isolated ion of composition C3H5O3 and charge -1 in a non-equilibrium geometry.

Output
Frontier orbital gap: 7.54 eV
Structure (SMILES): O=C([O-])CCO
Energy above the lowest of the compared OMol25 structures with the same formula, charge and spin: 0.137 eV
E: -9335.7658 eV

ORCA input file:
```
! wB97M-V def2-TZVPD RIJCOSX def2/J DEFGRID3
* xyz -1 1
O 1.565 -1.750 -0.698
C 1.035 -1.325 0.348
O 0.685 -1.977 1.363
C 0.598 0.197 0.401
C -0.722 0.313 -0.299
O -0.975 1.703 -0.659
H 1.357 0.741 -0.171
H 0.618 0.572 1.420
H -0.682 -0.278 -1.214
H -1.574 -0.028 0.293
H -1.905 1.830 -0.784
*
```

2.
The following is a DFT calculation (ωB97M-V/def2-TZVPD) of a 2-piece molecular cluster, C6H13O2 overall in a non-equilibrium geometry.

Output
Frontier orbital gap: 7.14 eV
Energy above the lowest of the compared OMol25 structures with the same formula, charge and spin: 2.522 eV
E: -10527.1832 eV

ORCA input file:
```
! wB97M-V def2-TZVPD RIJCOSX def2/J DEFGRID3
* xyz -1 1
O -0.162 -2.547 2.019
C 0.407 -1.705 1.367
C 0.682 -0.334 1.923
C 2.130 -0.003 1.615
H 0.928 -2.012 0.431
H 0.441 -0.396 2.983
H 0.033 0.311 1.315
H 2.868 -0.722 2.091
H 2.421 1.008 1.967
H 2.279 -0.002 0.510
C -0.799 0.030 -1.783
O -0.222 0.131 -0.545
C -0.719 1.382 -2.528
C -1.408 2.458 -1.669
H -1.902 -0.147 -1.607
H -0.376 -0.742 -2.469
H -1.153 1.363 -3.544
H 0.356 1.595 -2.674
H -1.284 3.442 -2.116
H -0.840 2.451 -0.724
H -2.464 2.217 -1.507
*
```

3.
The following is a DFT calculation (ωB97M-V/def2-TZVPD) of H28N3O20S3Zn as an isolated structure in a non-equilibrium geometry.

Output
Frontier orbital gap: 5.49 eV
E: -126803.6730 eV

ORCA input file:
```
! wB97M-V def2-TZVPD RIJCOSX def2/J DEFGRID3
* xyz -1 1
Zn 0.396 -1.455 2.982
N 3.084 1.053 -0.245
H 2.128 0.669 -0.474
H 3.294 0.965 0.810
H 3.203 2.004 -0.564
H 3.830 0.511 -0.679
N 1.064 -2.854 -2.385
H 0.419 -3.583 -2.670
H 1.879 -2.747 -2.974
H 1.391 -3.123 -1.394
H 0.604 -1.961 -2.166
N 0.720 4.082 0.081
H 0.146 4.407 -0.691
H 1.649 3.810 -0.223
H 0.270 3.233 0.531
H 0.866 4.708 0.874
S 0.428 -4.022 0.959
O -0.888 -3.702 0.404
O 0.702 -3.220 2.201
O 0.513 -5.414 1.342
O 1.509 -3.733 -0.001
S -0.280 0.350 0.209
O -1.575 0.361 -0.486
O -0.272 -0.630 1.267
O 0.710 0.112 -0.844
O -0.052 1.708 0.809
S 3.619 -0.303 2.962
O 3.915 0.010 4.370
O 2.132 -0.572 2.876
O 3.886 0.895 2.150
O 4.407 -1.427 2.479
O -3.934 0.767 -1.542
H -3.186 0.464 -0.975
H -4.685 0.832 -0.946
O -2.814 -1.937 0.032
H -2.087 -2.629 0.065
H -2.369 -1.083 -0.114
O 0.769 0.676 -4.070
H 0.489 -0.218 -4.287
H 0.024 1.042 -3.521
O -1.425 1.442 -2.860
H -1.333 0.923 -2.030
H -2.344 1.741 -2.853
O -1.961 -1.631 -3.088
H -1.971 -0.677 -3.265
H -2.031 -1.724 -2.118
O -2.724 3.084 0.733
H -2.086 2.374 0.551
H -2.928 3.452 -0.133
O -0.587 2.670 3.299
H -0.472 3.625 3.304
H -0.162 2.356 2.470
O -1.584 -1.859 3.372
H -2.042 -2.652 3.057
H -2.257 -1.169 3.405
*
```